No. 1
A cluster of 8 separate species, C18H53NO15 in total at a distorted geometry. Source: the OMol25 dataset; level of theory: ωB97M-V/def2-TZVPD.

For the frontier orbital gap, the calculation gives 9.046 eV. Its SMILES is COC[C@H](C)N.OCCO.OCCO.OCCO.OCCO.OCCO.OCCO.OCCO. For the total energy, the calculation gives -51720.6653 eV.

Last column: Mulliken charge in e.
Positions of all 87 atoms, in Å:
1 C 2.64 -1.34 0.68  -0.843
2 O 1.22 -1.26 0.64  0.653
3 C 0.45 -1.39 -0.52  -1.175
4 C -0.72 -0.40 -0.39  1.277
5 C -0.32 1.08 -0.21  -0.559
6 N -1.58 -0.63 0.73  -0.599
7 H 2.98 -0.39 0.26  -0.025
8 H 2.99 -2.08 -0.04  0.452
9 H 3.03 -1.29 1.70  0.276
10 H 0.98 -1.10 -1.43  0.184
11 H 0.09 -2.41 -0.67  0.426
12 H -1.45 -0.54 -1.19  -0.275
13 H 0.07 1.55 -1.12  0.203
14 H 0.50 1.13 0.51  -0.497
15 H -1.16 1.69 0.13  0.576
16 H -2.31 0.06 0.64  0.220
17 H -1.03 -0.46 1.56  0.020
18 O -6.61 2.00 3.93  -0.529
19 C -5.28 2.37 4.24  -0.291
20 C -4.44 2.31 2.92  -0.330
21 O -3.16 2.84 3.02  -0.481
22 H -7.18 1.96 4.70  0.302
23 H -5.21 3.40 4.61  0.219
24 H -4.93 1.76 5.07  0.277
25 H -5.07 2.81 2.18  0.292
26 H -4.26 1.33 2.49  0.272
27 H -3.13 3.79 3.13  0.273
28 O -2.10 2.14 -3.32  -0.373
29 C -1.60 3.44 -3.52  -0.420
30 C -2.59 4.65 -3.49  -0.468
31 O -2.97 4.91 -2.08  -0.542
32 H -2.42 2.06 -2.42  0.207
33 H -0.75 3.55 -2.85  0.286
34 H -1.18 3.36 -4.52  0.328
35 H -3.50 4.37 -4.01  0.266
36 H -2.11 5.43 -4.08  0.368
37 H -3.76 4.43 -1.84  0.300
38 O -1.05 -1.11 3.82  -0.561
39 C 0.18 -0.41 3.73  0.413
40 C 1.24 -0.76 4.81  -0.646
41 O 1.48 -2.16 4.60  -0.466
42 H -0.87 -2.04 3.66  0.352
43 H 0.67 -0.41 2.76  -0.583
44 H -0.03 0.65 3.82  0.422
45 H 0.73 -0.60 5.76  0.350
46 H 2.20 -0.24 4.78  0.378
47 H 2.00 -2.39 5.37  0.265
48 O -2.33 -1.22 -3.90  -0.555
49 C -3.66 -0.89 -3.41  0.243
50 C -4.62 -1.17 -4.63  -0.739
51 O -5.15 -2.40 -4.50  -0.542
52 H -1.78 -0.45 -3.72  0.302
53 H -4.06 -1.27 -2.47  0.290
54 H -3.72 0.19 -3.31  -0.005
55 H -4.09 -1.17 -5.59  0.314
56 H -5.28 -0.33 -4.83  0.375
57 H -4.39 -2.99 -4.61  0.347
58 O 5.82 -1.98 -2.72  -0.531
59 C 5.12 -1.45 -3.86  -0.405
60 C 4.11 -0.36 -3.43  -0.063
61 O 4.77 0.69 -2.81  -0.561
62 H 6.29 -2.75 -3.05  0.305
63 H 5.75 -0.96 -4.60  0.295
64 H 4.65 -2.31 -4.32  0.422
65 H 3.26 -0.58 -2.79  -0.179
66 H 3.63 0.08 -4.31  0.304
67 H 5.52 0.29 -2.36  0.359
68 O 1.37 -6.83 1.47  -0.549
69 C 1.18 -5.63 2.36  -0.627
70 C 1.07 -4.30 1.47  0.402
71 O -0.29 -3.78 1.46  -0.689
72 H 2.22 -6.79 1.02  0.297
73 H 0.25 -5.72 2.91  0.345
74 H 2.06 -5.46 2.98  0.258
75 H 1.26 -4.49 0.42  0.226
76 H 1.73 -3.52 1.86  -0.093
77 H -0.23 -2.83 1.35  0.314
78 O 3.67 1.95 -0.50  -0.390
79 C 4.37 2.06 0.67  -0.454
80 C 3.81 3.13 1.66  -0.589
81 O 2.57 2.65 2.20  -0.543
82 H 4.27 1.86 -1.24  0.284
83 H 4.46 1.10 1.18  0.169
84 H 5.35 2.42 0.37  0.491
85 H 3.65 4.04 1.08  0.266
86 H 4.44 3.38 2.51  0.377
87 H 2.22 2.19 1.43  0.334

---

No. 2
A structure of composition C18H54BrHfO9S9 at a distorted geometry. Source: the OMol25 dataset; level of theory: ωB97M-V/def2-TZVPD.

For the frontier orbital gap, the calculation gives 9.453 eV. The charge is +3. For the total energy, the calculation gives -206812.5639 eV.

Last column: Mulliken charge in e.
Positions of all 92 atoms, in Å:
1 Hf -0.10 0.01 -0.33  2.257
2 Br -1.42 -0.15 -2.87  -0.465
3 C 1.15 -4.81 -0.79  -1.023
4 S -0.30 -3.78 -0.51  0.385
5 O 0.17 -2.35 -0.46  -0.403
6 C -0.98 -4.02 -2.13  -0.888
7 H 0.82 -5.81 -1.08  0.530
8 H 1.69 -4.80 0.15  0.294
9 H 1.74 -4.37 -1.59  0.228
10 H -0.23 -3.91 -2.90  0.227
11 H -1.81 -3.34 -2.33  0.274
12 H -1.41 -5.02 -2.22  0.528
13 C 1.04 2.77 -3.78  -0.880
14 S 1.32 3.02 -2.03  0.365
15 O 1.00 1.68 -1.45  -0.490
16 C 3.11 3.06 -2.12  -0.909
17 H 0.01 2.87 -4.07  0.259
18 H 1.44 1.79 -4.02  0.064
19 H 1.64 3.51 -4.32  0.551
20 H 3.47 3.73 -2.89  0.527
21 H 3.48 2.06 -2.33  0.064
22 H 3.47 3.35 -1.13  0.266
23 C -4.35 -0.94 -1.25  -0.972
24 S -3.18 -2.04 -0.50  0.399
25 O -2.07 -1.12 -0.01  -0.312
26 C -4.07 -2.48 0.99  -0.744
27 H -4.26 -0.95 -2.34  0.351
28 H -4.02 0.07 -1.00  0.064
29 H -5.39 -1.16 -1.01  0.514
30 H -5.10 -2.12 0.99  0.396
31 H -3.56 -2.03 1.83  -0.261
32 H -4.10 -3.57 1.07  0.470
33 C -2.87 2.77 2.97  -1.114
34 S -2.99 1.11 2.33  0.395
35 O -1.71 0.79 1.65  0.817
36 C -3.13 0.35 3.95  -1.219
37 H -2.93 3.54 2.21  0.215
38 H -1.96 2.86 3.56  0.251
39 H -3.72 2.91 3.65  0.542
40 H -2.21 0.40 4.52  0.328
41 H -3.44 -0.69 3.82  0.268
42 H -3.99 0.80 4.43  0.559
43 C -3.97 2.78 -0.72  -0.945
44 S -2.23 3.21 -0.62  0.520
45 O -1.51 1.91 -0.60  -0.278
46 C -2.09 3.86 -2.28  -1.130
47 H -4.08 2.08 0.11  0.061
48 H -4.17 2.25 -1.64  0.405
49 H -4.63 3.63 -0.56  0.498
50 H -2.96 4.48 -2.52  0.556
51 H -2.09 2.98 -2.94  0.216
52 H -1.19 4.45 -2.43  0.327
53 C 1.19 4.22 1.15  -1.151
54 S 0.47 2.79 1.96  0.836
55 O 0.64 1.61 1.13  -0.768
56 C 1.53 2.63 3.38  -1.028
57 H 1.43 5.02 1.84  0.614
58 H 0.46 4.56 0.42  0.170
59 H 2.11 3.89 0.66  0.213
60 H 2.07 3.57 3.53  0.497
61 H 2.28 1.87 3.16  0.120
62 H 0.98 2.48 4.31  0.333
63 C 3.63 -0.74 -3.30  -0.939
64 S 2.24 -1.65 -2.66  0.665
65 O 1.36 -0.65 -2.01  -0.267
66 C 1.47 -1.95 -4.25  -1.198
67 H 4.30 -0.61 -2.45  0.192
68 H 3.37 0.21 -3.75  0.230
69 H 4.17 -1.40 -3.99  0.554
70 H 2.07 -2.63 -4.86  0.516
71 H 1.45 -0.97 -4.74  0.328
72 H 0.45 -2.31 -4.16  0.214
73 C 1.12 -1.53 4.13  -1.131
74 S -0.32 -1.46 3.08  0.714
75 O 0.19 -1.08 1.73  -0.523
76 C -0.59 -3.23 3.05  -1.027
77 H 1.76 -0.66 4.00  0.222
78 H 1.72 -2.41 3.87  0.389
79 H 0.79 -1.68 5.16  0.503
80 H 0.29 -3.70 2.61  0.291
81 H -1.50 -3.51 2.52  0.196
82 H -0.71 -3.50 4.10  0.538
83 C 4.75 -0.31 0.62  -1.027
84 S 3.16 -0.74 1.31  0.367
85 O 2.14 -0.21 0.34  -0.698
86 C 3.26 -2.50 1.08  -0.372
87 H 5.20 -1.07 0.00  0.360
88 H 5.38 0.03 1.44  0.440
89 H 4.57 0.54 -0.04  0.228
90 H 4.03 -2.87 1.75  0.622
91 H 3.47 -2.72 0.04  0.415
92 H 2.31 -2.95 1.38  -0.572

---

No. 3
A cluster of 10 separate species, C18H54NO12 in total at a distorted geometry. Source: the OMol25 dataset; level of theory: ωB97M-V/def2-TZVPD.

For the frontier orbital gap, the calculation gives 9.156 eV. The charge is -1. For the total energy, the calculation gives -45588.7586 eV.

Last column: Mulliken charge in e.
Positions of all 85 atoms, in Å:
1 N 21.75 43.84 33.09  1.149
2 O 21.65 42.69 32.66  -0.821
3 O 22.86 44.36 33.03  -0.733
4 O 20.78 44.45 33.52  -0.564
5 C 24.34 47.44 36.61  -1.565
6 C 23.73 46.78 35.38  1.467
7 O 24.56 45.94 34.77  -0.635
8 H 25.06 48.20 36.53  0.434
9 H 24.90 46.67 37.40  0.223
10 H 23.67 47.90 37.16  0.536
11 H 23.31 47.34 34.52  -0.573
12 H 22.80 46.25 35.77  -0.355
13 H 24.04 45.46 34.13  0.391
14 C 22.72 44.30 29.62  -0.682
15 C 22.62 43.33 28.42  -0.599
16 O 22.13 43.92 27.25  -0.565
17 H 23.30 45.06 29.39  0.762
18 H 23.21 43.77 30.35  0.223
19 H 21.82 44.73 30.07  -0.017
20 H 21.89 42.64 28.76  0.372
21 H 23.59 42.96 28.37  0.276
22 H 21.83 43.20 26.58  0.319
23 C 21.92 47.52 32.02  -1.062
24 C 22.63 48.88 32.23  -0.820
25 O 21.85 49.72 33.11  -0.569
26 H 21.68 47.13 32.96  0.194
27 H 22.30 46.90 31.40  0.572
28 H 20.97 47.76 31.66  0.424
29 H 22.57 49.33 31.40  0.659
30 H 23.64 48.87 32.60  0.331
31 H 22.26 50.72 33.11  0.302
32 C 22.46 39.03 32.25  -1.090
33 C 22.70 39.91 31.10  0.129
34 O 21.59 40.70 30.88  -0.584
35 H 23.31 38.48 32.46  0.474
36 H 21.68 38.35 32.09  0.342
37 H 22.32 39.62 33.13  0.099
38 H 23.08 39.45 30.22  0.463
39 H 23.61 40.57 31.31  -0.109
40 H 21.78 41.40 31.51  0.430
41 C 18.99 44.96 36.73  -0.716
42 C 20.13 45.78 37.46  0.006
43 O 19.63 46.40 38.59  -0.571
44 H 18.23 45.66 36.59  0.389
45 H 18.42 44.09 37.38  0.266
46 H 19.35 44.28 36.04  -0.043
47 H 20.44 46.63 36.66  0.030
48 H 21.01 45.27 37.59  0.320
49 H 20.37 46.94 39.04  0.340
50 C 18.34 45.87 31.08  -1.315
51 C 18.23 46.20 32.52  0.756
52 O 17.20 47.06 32.66  -0.641
53 H 18.36 46.76 30.48  0.397
54 H 17.57 45.21 30.80  0.425
55 H 19.18 45.36 30.86  0.161
56 H 19.29 46.66 32.85  -0.236
57 H 17.99 45.33 33.01  0.124
58 H 16.92 47.15 33.62  0.355
59 C 22.93 42.46 37.56  -2.163
60 C 22.72 42.65 36.10  1.541
61 O 22.07 41.60 35.46  -0.510
62 H 22.14 42.16 37.94  0.698
63 H 23.49 43.27 37.90  0.418
64 H 23.39 41.47 37.68  0.456
65 H 23.60 43.29 35.56  -0.224
66 H 22.18 43.55 36.14  -0.450
67 H 21.96 41.95 34.72  0.092
68 C 26.43 40.94 32.97  -1.791
69 C 25.28 41.96 33.29  0.336
70 O 25.06 42.68 32.18  -0.589
71 H 26.83 40.68 33.93  0.404
72 H 27.16 41.32 32.38  0.427
73 H 26.16 40.17 32.45  0.507
74 H 25.60 42.83 33.94  0.205
75 H 24.47 41.63 33.72  0.139
76 H 24.31 43.22 32.27  0.300
77 C 17.53 40.63 34.08  -1.228
78 C 18.85 41.59 33.92  0.586
79 O 18.43 42.81 33.40  -0.551
80 H 17.00 40.76 35.03  0.315
81 H 17.86 39.59 33.57  0.309
82 H 16.85 40.80 33.23  0.329
83 H 19.82 41.38 33.27  -0.065
84 H 19.16 41.64 34.91  0.024
85 H 19.14 43.46 33.40  0.211